(1)
{
  "formula": "C2H3Cl2NO",
  "method": "wB97M-V/def2-TZVPD",
  "energy_ha": -1128.2344,
  "e_above_lowest_ev": 0.050,
  "spin_multiplicity": 3,
  "molar_mass_g_mol": 127.96,
  "s_squared": 2.007,
  "fmax_ev_per_a": 4.5,
  "e_lumo_ev": [0.7388, -1.5198],
  "elements": ["C", "C", "N", "O", "Cl", "Cl", "H", "H", "H"],
  "coordinates": [[-0.926, -0.111, -0.305], [0.557, -0.207, -0.157], [1.129, 0.035, 1.212], [0.404, 0.442, 2.032], [1.377, -1.488, -0.951], [1.339, 1.414, -0.696], [-1.198, 0.576, -1.066], [-1.428, 0.419, 0.546], [-1.254, -1.080, -0.614]],
  "atomic_forces_ev_per_a": [[-0.4, 0.5, 0.9], [2.1, 3.1, 0.7], [0.9, -3.6, -2.3], [-2.2, 1.7, 3.5], [-0.1, -0.6, -0.2], [-0.3, 0.3, -1.6], [0.3, 0.4, -1.3], [0.6, -1.3, -0.2], [-0.9, -0.6, 0.4]]
}

=====

(2)
{
  "formula": "C2H3Cl2NO2",
  "method": "wB97M-V/def2-TZVPD",
  "energy_ha": -1203.4425,
  "e_above_lowest_ev": 5.689,
  "molar_mass_g_mol": 143.96,
  "fmax_ev_per_a": 3.5,
  "e_lumo_ev": [-0.6991, -1.5283],
  "elements": ["C", "C", "N", "O", "O", "Cl", "Cl", "H", "H", "H"],
  "coordinates": [[-0.117, 0.617, -1.102], [0.764, 0.443, 0.007], [-0.659, -1.149, 1.269], [-0.344, -1.392, 2.393], [-1.557, -1.615, 0.519], [2.225, -0.513, 0.127], [0.659, 1.693, 1.216], [-0.726, 1.600, -1.075], [0.539, 0.527, -2.027], [-0.784, -0.212, -1.327]],
  "atomic_forces_ev_per_a": [[-0.1, 0.9, -3.3], [0.2, -0.4, 3.5], [-1.3, -0.5, -2.1], [-0.6, -0.1, -0.9], [2.3, 1.0, 2.4], [-1.1, 0.7, -0.6], [0.4, -0.4, -0.3], [1.3, -1.7, 0.0], [-0.7, 0.8, 0.7], [-0.4, -0.3, 0.7]]
}